Record 1
DFT (ωB97M-V with the def2-TZVPD basis set) results for one molecule with the formula C21H24N2O5.

Results
SMILES = CCCOc1ccc(N2C(=O)C[C@H](N(Cc3ccco3)C(=O)CC)C2=O)cc1
HOMO-LUMO gap = 0.3365 hartree
LUMO level = 0.69 eV
Net charge = 0
E_tot = -35384.8514 eV
E_HOMO = -8.46 eV

Each line ends with the natural charge from an NBO analysis.
Positions of all 52 atoms, in Å:
1 C 2.53489 -0.97369 8.56844  -0.606
2 C 1.42107 -1.20445 7.55646  -0.408
3 C 1.82207 -0.72280 6.16606  -0.059
4 O 0.73836 -0.97589 5.29297  -0.493
5 C 0.85135 -0.63907 3.98539  0.323
6 C 1.96721 -0.04313 3.40457  -0.309
7 C 1.97284 0.25356 2.05335  -0.183
8 C 0.86527 -0.03025 1.27091  0.161
9 C -0.25591 -0.62140 1.84262  -0.190
10 C -0.25771 -0.92631 3.18511  -0.257
11 H -1.11534 -1.38891 3.64642  0.226
12 H -1.11673 -0.85123 1.23569  0.228
13 N 0.87857 0.28373 -0.11623  -0.505
14 C 0.45680 -0.59447 -1.09549  0.690
15 O -0.03310 -1.67578 -0.90738  -0.561
16 C 0.72810 0.06017 -2.44727  -0.149
17 N -0.38441 -0.11181 -3.35628  -0.438
18 C -0.11873 -0.67149 -4.57285  0.705
19 O 1.02277 -0.91901 -4.90780  -0.624
20 C -1.29676 -1.01574 -5.45724  -0.502
21 C -1.77277 -2.43193 -5.12429  -0.595
22 H -0.96370 -3.13978 -5.28534  0.223
23 H -2.60789 -2.70631 -5.76446  0.212
24 H -2.08844 -2.51145 -4.08641  0.203
25 H -2.10680 -0.29721 -5.35463  0.220
26 H -0.93894 -0.99654 -6.48783  0.236
27 C -1.70643 0.27154 -2.88946  -0.261
28 C -2.25649 1.47633 -3.58990  0.264
29 C -3.43998 1.68275 -4.23659  -0.302
30 C -3.41922 3.02605 -4.68693  -0.311
31 C -2.22649 3.53521 -4.28321  0.095
32 O -1.51825 2.60848 -3.61528  -0.414
33 H -1.77779 4.50093 -4.40207  0.208
34 H -4.18623 3.53250 -5.23489  0.232
35 H -4.23055 0.97279 -4.37100  0.230
36 H -2.41439 -0.55294 -3.00513  0.232
37 H -1.62528 0.48681 -1.81933  0.224
38 C 1.10894 1.49958 -2.10869  -0.525
39 C 1.29930 1.51358 -0.60969  0.707
40 O 1.71150 2.41755 0.06337  -0.557
41 H 2.01635 1.83735 -2.60799  0.251
42 H 0.31347 2.19965 -2.37156  0.264
43 H 1.56678 -0.46820 -2.92269  0.288
44 H 2.84103 0.71559 1.61145  0.229
45 H 2.84088 0.19244 3.99057  0.222
46 H 2.71743 -1.26121 5.82529  0.171
47 H 2.04673 0.35265 6.19026  0.171
48 H 1.17852 -2.26655 7.49946  0.206
49 H 0.51901 -0.67237 7.86186  0.206
50 H 3.43471 -1.51110 8.27738  0.203
51 H 2.77535 0.08478 8.63935  0.203
52 H 2.22904 -1.32299 9.55090  0.216

Record 2
DFT (ωB97M-V with the def2-TZVPD basis set) results for a 2-piece molecular cluster, C2H10N4 overall in a non-equilibrium geometry.

Results
SMILES = [H]/N=C/N.NCN
HOMO-LUMO gap = 0.3609 hartree
LUMO level = 0.91 eV
Net charge = 0
E_tot = -8195.3303 eV
E_HOMO = -8.91 eV

Each line ends with the natural charge from an NBO analysis.
Positions of all 16 atoms, in Å:
1 N 1.31441 -0.58838 1.16282  -0.877
2 C 2.32989 0.16371 0.44452  -0.030
3 N 2.26581 -0.07862 -0.97718  -0.851
4 H 1.28773 -1.59682 0.94682  0.374
5 H 1.20706 -0.41070 2.15345  0.380
6 H 3.36450 0.03426 0.83697  0.154
7 H 2.04538 1.29384 0.50110  0.134
8 H 2.70558 0.58749 -1.60543  0.368
9 H 1.26237 -0.03623 -1.10008  0.348
10 N -1.66845 0.27879 -1.25113  -0.815
11 C -2.21795 0.57213 -0.02403  0.274
12 N -2.59090 -0.45272 0.65518  -0.715
13 H -0.88322 0.85629 -1.51038  0.368
14 H -1.60226 -0.73892 -1.50150  0.403
15 H -2.05312 1.58163 0.34155  0.158
16 H -3.25177 -0.09934 1.28671  0.326

Record 3
DFT (ωB97M-V with the def2-TZVPD basis set) results for one molecule with the formula C6H6OS in a non-equilibrium geometry.

Results
SMILES = C1=C[C@H]2SC=C[C@H]2O1
HOMO-LUMO gap = 0.3221 hartree
LUMO level = 0.87 eV
Net charge = 0
E_tot = -19199.4154 eV
E_HOMO = -7.89 eV

Each line ends with the natural charge from an NBO analysis.
Positions of all 14 atoms, in Å:
1 C -1.95901 -0.51924 -0.58530  0.163
2 C -0.88081 -1.36322 -0.26483  -0.341
3 C -0.06858 -0.64851 0.75477  -0.368
4 C 1.47837 0.98428 -0.53392  -0.328
5 C 0.34113 1.66727 -0.12401  -0.243
6 C -0.56202 0.69034 0.74233  0.051
7 H -2.75228 -0.67894 -1.26373  0.204
8 H -0.59491 -2.36627 -0.51479  0.231
9 H -0.08680 -0.99676 1.78208  0.237
10 H 2.33582 1.38784 -1.12088  0.235
11 H 0.14595 2.70913 -0.15371  0.225
12 H -0.81204 1.17176 1.57949  0.200
13 O -1.84294 0.69342 -0.00782  -0.487
14 S 1.65083 -0.72747 -0.01126  0.222

Record 4
DFT (ωB97M-V with the def2-TZVPD basis set) results for C14H10BrCl5IPtTe as an isolated structure in a non-equilibrium geometry.

Results
HOMO-LUMO gap = 0.2234 hartree
LUMO level = -5.56 eV
Net charge = +1
E_tot = -165967.3560 eV
E_HOMO = -11.64 eV

Each line ends with the natural charge from an NBO analysis.
Positions of all 33 atoms, in Å:
1 Pt 0.51343 0.43591 0.80251  0.368
2 Cl 0.69386 0.82685 -2.22158  0.072
3 C -0.65843 1.67984 -1.59822  -0.106
4 C -0.85088 1.58838 -0.21871  -0.207
5 C -1.91349 2.31227 0.32537  -0.090
6 Cl -2.12221 2.32222 2.03174  0.053
7 C -2.77566 3.05875 -0.47697  -0.083
8 Cl -4.09108 3.90977 0.21722  0.094
9 C -2.56404 3.10872 -1.86294  -0.070
10 Cl -3.62656 3.99768 -2.85720  0.106
11 C -1.47599 2.42668 -2.43327  -0.088
12 Cl -1.16667 2.51070 -4.11187  0.100
13 C 2.46472 0.76437 4.07897  -0.901
14 Te 0.61248 1.54284 3.27854  0.908
15 C 1.38758 3.50342 2.86056  -0.863
16 H 3.28919 0.89542 3.38121  0.243
17 H 2.31730 -0.29501 4.27141  0.243
18 H 2.69679 1.26489 5.01527  0.253
19 H 1.19167 4.13246 3.72423  0.246
20 H 0.88338 3.91859 1.99647  0.253
21 H 2.45268 3.44602 2.67033  0.244
22 Br -0.35292 -4.98571 1.36858  0.111
23 C -0.02183 -4.39707 -0.39851  -0.122
24 C -0.45456 -5.16695 -1.47024  -0.215
25 C -0.22464 -4.74013 -2.76653  -0.167
26 C 0.43158 -3.54273 -3.00578  -0.194
27 C 0.87659 -2.77293 -1.94302  -0.224
28 C 0.64427 -3.20288 -0.64899  -0.155
29 I 1.36524 -2.04212 0.99920  0.238
30 H -0.96951 -6.09602 -1.27961  0.247
31 H -0.55732 -5.35126 -3.59020  0.237
32 H 0.60662 -3.20686 -4.01604  0.236
33 H 1.39840 -1.84611 -2.12191  0.231

Record 5
DFT (ωB97M-V with the def2-TZVPD basis set) results for C23H29F6NO7RhS2Sb2 as an isolated structure.

Results
HOMO-LUMO gap (spin up / spin down) = 0.2835 / 0.2835 hartree
LUMO level (spin up / spin down) = -3.45 / -3.45 eV
Net charge = +1
E_tot = -94195.7041 eV
E_HOMO (spin up / spin down) = -11.16 / -11.16 eV

Each line ends with the Mulliken charge.
Positions of all 71 atoms, in Å:
1 Rh -0.26574 -0.21396 0.32362  -0.474
2 F -0.11001 -3.71440 3.86022  -0.216
3 C -0.85590 -3.36288 2.82671  0.444
4 F -1.80228 -4.26418 2.63665  -0.224
5 F -1.40734 -2.18324 3.07177  -0.071
6 S 0.29386 -3.28099 1.35196  0.954
7 O 0.82883 -1.91517 1.43059  -0.505
8 O 1.21769 -4.34029 1.55563  -0.590
9 N -0.47060 -3.53955 -0.03202  -0.411
10 S -1.64148 -2.66697 -0.59461  1.123
11 O -1.92245 -1.53239 0.33064  -0.769
12 O -1.51841 -2.33229 -1.97832  -0.539
13 C -3.15748 -3.73431 -0.58747  0.356
14 F -3.48501 -4.14761 0.61811  -0.158
15 F -2.90768 -4.77069 -1.36831  -0.184
16 F -4.14957 -3.01344 -1.09294  -0.184
17 C -1.81889 0.77047 -3.10296  -1.060
18 Sb -0.94471 1.47702 -1.32506  1.294
19 C -2.28646 2.87336 -0.50867  -1.329
20 C 0.73724 2.65025 -1.88560  -1.136
21 C 1.18575 2.30722 -3.27677  0.455
22 C 0.66309 2.99670 -4.36658  -0.535
23 C 1.02226 2.66410 -5.66341  -0.624
24 C 1.91670 1.62888 -5.88026  -0.711
25 C 2.45114 0.94231 -4.80067  -0.717
26 C 2.10074 1.26382 -3.49182  0.685
27 C 2.70701 0.48633 -2.35466  -1.501
28 Sb 1.45796 -1.05851 -1.54562  1.018
29 C 1.06146 -2.07550 -3.35363  -1.393
30 C 2.97399 -2.29089 -0.74359  -1.359
31 H -1.73681 1.55772 -3.85037  0.486
32 H -2.86350 0.53529 -2.90915  0.482
33 H -1.31051 -0.12675 -3.44223  0.089
34 H -2.45097 3.64291 -1.26287  0.479
35 H -1.83883 3.30168 0.38348  0.371
36 H -3.22866 2.39868 -0.24836  0.395
37 H 1.50107 2.43713 -1.14218  0.173
38 H 0.45184 3.69651 -1.77399  0.841
39 H -0.02518 3.81733 -4.19458  0.445
40 H 0.61234 3.21764 -6.49735  0.420
41 H 2.20931 1.36036 -6.88633  0.427
42 H 3.16580 0.14759 -4.98019  0.402
43 H 3.04508 1.14353 -1.55317  0.578
44 H 3.58974 -0.04615 -2.71293  0.764
45 H 2.01115 -2.19717 -3.87422  0.539
46 H 0.37389 -1.51512 -3.98148  0.356
47 H 0.63078 -3.04852 -3.13433  0.471
48 H 3.68045 -2.47419 -1.55312  0.562
49 H 2.57539 -3.23835 -0.39025  0.419
50 H 3.47236 -1.78311 0.07920  0.386
51 C -3.47147 0.63589 6.08757  -0.781
52 O -2.06102 0.77368 6.25775  -0.442
53 C -1.29034 0.85789 5.17634  1.120
54 C 0.09858 0.96633 5.44540  -1.039
55 C 0.96880 1.04865 4.41013  -1.341
56 C 0.53324 1.00219 3.05328  0.391
57 C 1.48633 1.16740 2.01720  1.162
58 C 2.88248 1.62832 2.30386  -2.114
59 O 1.26897 0.95564 0.76742  0.594
60 C -0.88164 0.88898 2.80197  0.423
61 O -1.36629 0.91675 1.58727  -0.848
62 C -1.77076 0.83857 3.87833  -0.455
63 H -3.88132 0.55712 7.08863  0.248
64 H -3.70323 -0.26659 5.52065  0.325
65 H -3.88540 1.51226 5.58728  0.331
66 H 0.42366 0.98258 6.47536  0.478
67 H 2.02496 1.13469 4.62348  0.481
68 H 2.89211 2.54368 2.89311  0.456
69 H 3.41269 1.78362 1.36819  0.347
70 H 3.40471 0.85765 2.87441  0.470
71 H -2.82354 0.76444 3.65388  0.472

Which relative energy (zero: lowest compared OMol25 entry of this formula, charge and spin) belongs to each record? In order, 192.23 145.22 159.49 12.25 10.25 kJ/mol.